# 1
75
Properties=species:S:1:pos:R:3 method="wB97M-V/def2-TZVPD" homo_energy_ev="-11.54 / -11.57" s2=6.015 spin_multiplicity=5 total_energy_ha=-3393.1898 homo_lumo_gap_ev="8.63 / 5.53" relative_energy_kj_mol=84.0 charge=+1
O 1.40003 1.14891 1.06064
O -0.49823 4.26440 -1.64891
C 1.12977 1.92720 2.24735
C 2.03536 1.50072 3.37830
H 0.07611 1.73012 2.49216
H 1.23688 3.00948 2.06756
H 1.87034 0.43430 3.55880
H 1.77796 2.07248 4.27589
H 3.09676 1.68170 3.15134
C 2.22718 1.68841 0.03570
C 2.44293 3.18570 0.05190
H 1.74312 1.36128 -0.90022
H 3.19609 1.17396 0.12722
H 1.51325 3.72052 -0.15916
H 3.14220 3.44226 -0.74093
H 2.89296 3.53818 0.98139
C -0.65748 3.27550 -2.66293
C -1.70867 4.58642 -0.97621
C 0.56068 3.28533 -3.57437
H -1.56175 3.48004 -3.26783
H -0.75930 2.26071 -2.22055
H 0.74062 4.29502 -3.96602
H 0.34482 2.62438 -4.41631
H 1.45735 2.92681 -3.05668
C -1.77294 6.06461 -0.63501
H -1.75670 4.01392 -0.03353
H -2.59321 4.32466 -1.58458
H -0.90789 6.38880 -0.05114
H -2.68054 6.23762 -0.05319
H -1.83147 6.66763 -1.54570
H -0.93905 -0.54766 0.66652
Co 0.56218 -1.88645 -0.00073
C -1.46801 0.22979 1.16393
Si -3.17397 -0.37926 0.78299
H -1.17083 0.23733 2.20875
H -1.15626 1.19202 0.75853
C -4.05598 0.88352 1.83707
C -3.58695 -2.15089 1.28278
C -3.52615 -0.15551 -1.05150
C 2.03392 -1.75270 1.08498
Si 2.80456 -2.21657 -0.59934
H 1.93728 -2.52291 1.88796
H 2.33373 -0.76717 1.51171
C 4.55352 -1.59095 -0.44222
C 1.99086 -1.45136 -2.14870
C 2.73433 -4.07859 -0.76862
H -2.82470 0.53747 -1.54243
H -4.52802 0.29940 -1.06016
H -3.54780 -1.09219 -1.62852
H -3.67067 0.78415 2.86716
H -5.12142 0.64085 1.74690
H -3.79019 1.87476 1.42899
H -2.93889 -2.56891 2.06868
H -3.59342 -2.86682 0.44303
H -4.60906 -2.07290 1.69099
H 2.85122 -1.14730 -2.76129
H 1.36113 -0.55857 -1.99729
H 1.41404 -2.19488 -2.71825
H 3.54836 -4.35815 -1.45131
H 1.77996 -4.44734 -1.17409
H 2.90589 -4.53952 0.21438
H 5.17827 -2.15859 -1.14593
H 4.90832 -1.76750 0.58338
H 4.62256 -0.51759 -0.66843
S -1.04379 -2.39324 -1.46437
C -1.03755 -3.74164 -0.43613
C -1.45248 -5.04773 -0.71310
C -1.24285 -6.00550 0.27196
C -0.69104 -5.65106 1.50859
C -0.28406 -4.33535 1.72985
N -0.37476 -3.42611 0.73636
H -1.90605 -5.21526 -1.68573
H -1.53761 -7.03193 0.07133
H -0.54697 -6.37591 2.30067
H 0.14220 -3.97635 2.67568

***

# 2
10
Properties=species:S:1:pos:R:3 method="wB97M-V/def2-TZVPD" homo_energy_ev=-8.59 total_energy_ha=-301.3202 homo_lumo_gap_ev=8.93 relative_energy_kj_mol=438.6 charge=0
O 2.01969 -1.08638 0.18672
C 1.57551 0.08305 -0.28547
C 0.26803 0.44200 -0.33910
N -0.74092 -0.34123 0.22270
C -1.99709 0.13663 0.46301
N -2.33288 -0.59926 -0.47829
H 1.24331 -1.62835 0.39569
H 2.35575 0.74904 -0.60984
H 0.01965 1.42210 -0.73531
H -2.41103 0.82241 1.17990

***

# 3
104
Properties=species:S:1:pos:R:3 method="wB97M-V/def2-TZVPD" homo_energy_ev="-4.45 / -4.27" s2=8.765 spin_multiplicity=6 total_energy_ha=-6540.5805 homo_lumo_gap_ev="6.94 / 6.40" relative_energy_kj_mol=163.5 charge=-1
Fe -0.26415 0.47112 -0.55710
C -0.85930 0.70578 -3.74870
N -0.03488 -0.13310 -2.85792
C -0.43606 -1.53766 -3.00786
C 1.37806 0.05417 -3.16252
C 1.87487 0.00474 -4.44734
C 3.19718 0.35133 -4.70580
C 3.98574 0.81722 -3.66690
C 3.50878 0.85327 -2.36503
C 2.21725 0.39974 -2.07810
N 1.61019 0.31002 -0.85412
C 2.06775 0.63700 0.40445
C 3.44528 0.56025 0.70251
C 4.00768 1.06045 1.85320
C 3.19274 1.62707 2.82456
C 1.82893 1.58180 2.62288
C 1.22460 1.08344 1.46998
N -0.24944 0.99557 1.51667
C -0.67965 -0.04751 2.45711
C -0.90333 2.27392 1.82559
H -0.81538 0.34270 -4.78261
H -1.89187 0.66732 -3.40687
H -0.49990 1.73019 -3.70651
H -0.39633 -1.84980 -4.05964
H 0.22872 -2.16400 -2.41658
H -1.45653 -1.65190 -2.63685
H 1.22561 -0.26772 -5.27066
H 3.58721 0.29915 -5.71414
H 4.98855 1.17230 -3.87300
H 4.11273 1.28383 -1.58112
H 4.07122 0.08885 -0.04078
H 5.08010 1.00463 1.99601
H 3.60365 2.05838 3.72804
H 1.17734 1.95654 3.40404
H -0.54709 0.29538 3.48982
H -1.72882 -0.27831 2.26863
H -0.09289 -0.94704 2.29740
H -0.83755 2.49782 2.89568
H -0.44935 3.07479 1.25435
H -1.95298 2.19681 1.54263
C -5.57359 -0.31027 0.65787
Si -4.74876 -0.13528 -1.01854
C -4.88826 -1.75927 -1.94963
C -5.64202 1.20724 -1.98672
Se -2.60158 0.45196 -0.69733
H -6.62645 -0.59306 0.57118
H -5.50966 0.63249 1.20565
H -5.04901 -1.07242 1.23837
H -5.92248 -2.11032 -2.00474
H -4.28679 -2.51446 -1.43788
H -4.50410 -1.65218 -2.96688
H -6.72139 1.03165 -2.01261
H -5.27307 1.25193 -3.01370
H -5.45757 2.17977 -1.52603
C -2.34368 8.65593 -0.58665
C -1.60661 7.35915 -0.80170
C -0.72854 6.86592 0.15596
C -0.01632 5.69495 -0.06693
C -0.17937 5.00880 -1.25894
C -1.06581 5.47680 -2.21836
C -1.77156 6.64474 -1.98710
S 0.67357 3.46489 -1.50785
O 0.92932 3.35692 -2.92462
O 1.82454 3.49385 -0.63733
O -0.38060 2.49289 -1.05219
H -2.21280 9.01535 0.43372
H -3.41162 8.53884 -0.77745
H -1.97047 9.42567 -1.26557
H -0.59425 7.40900 1.08477
H 0.68587 5.30977 0.66186
H -1.17976 4.91946 -3.13934
H -2.46098 7.01556 -2.73784
C 4.09587 -2.94784 5.17504
C 3.52639 -3.31260 3.82714
C 4.37943 -3.43343 2.73763
C 3.87740 -3.72930 1.48043
C 2.52693 -3.95628 1.30268
C 1.66712 -3.89325 2.39841
N 0.30849 -4.22821 2.28486
C -0.17842 -4.77578 1.06617
C -0.15352 -6.15577 0.88669
C -0.58314 -6.72766 -0.30056
C -1.04365 -5.91029 -1.32011
C -1.11439 -4.53907 -1.12541
C -0.69412 -3.95372 0.06428
C -1.00901 -2.48165 0.30842
O -2.13823 -2.31026 0.75281
O -0.11046 -1.60595 0.03041
C 2.15721 -3.52967 3.66057
C 1.18823 -3.40168 4.80765
H 5.18316 -2.90300 5.12434
H 3.81993 -3.67443 5.94209
H 3.73652 -1.96775 5.49882
H 5.44210 -3.27397 2.87507
H 4.54491 -3.79974 0.63073
H 2.13637 -4.19887 0.32440
H -0.04280 -4.68925 3.10874
H 0.22591 -6.78010 1.68816
H -0.55103 -7.80241 -0.42975
H -1.36645 -6.33907 -2.26086
H -1.53020 -3.90895 -1.90195
H 0.26652 -2.91997 4.47473
H 1.60474 -2.80459 5.61587
H 0.92323 -4.38025 5.22563